No. 1
Here is a 11-piece molecular cluster, C26H27BCl40NO5 overall from the Open Molecules 2025 dataset. Energies are from wB97M-V/def2-TZVPD.

Highest occupied orbital energy ... -12.0 eV
Net charge ... +1
Calculated total energy ... -19870.0312 hartree
E_LUMO ... -4.19 eV

Each line ends with the Löwdin charge.
Atoms and positions in Å:
C -2.007 -3.191 0.243  -0.0813
C -1.624 -1.657 0.022  -0.2280
C -0.344 -1.211 0.836  -0.2584
C -0.298 0.386 0.887  -0.0446
C 0.995 -1.683 0.160  -0.0570
C 1.901 -2.493 0.991  0.1136
C 3.141 -2.968 0.378  0.0016
C 4.201 -3.867 1.063  -0.3840
O 4.302 -5.001 0.627  0.1170
O 5.026 -3.458 2.055  0.2130
B 5.784 -4.624 2.512  -0.6259
O 5.154 -5.600 3.317  0.1668
O 7.141 -4.799 2.232  0.0526
C 7.376 -5.008 0.819  -0.0793
C 3.407 -2.606 -1.022  0.0835
C 2.474 -1.809 -1.786  -0.0644
C 2.806 -1.492 -3.269  -0.1006
C 3.366 -2.717 -4.092  -0.1649
C 2.467 -4.014 -4.035  -0.3919
C 3.031 -5.141 -3.042  -0.0760
C 2.494 -4.694 -5.486  -0.0953
N 1.309 -1.366 -1.149  -0.0082
O 0.489 -0.590 -1.905  0.0074
H -2.351 -3.686 -0.709  0.0698
H -1.183 -3.773 0.731  0.0717
H -2.892 -3.248 0.937  0.0813
H -1.550 -1.489 -1.082  0.0593
H -2.524 -1.066 0.356  0.0557
H -0.421 -1.644 1.867  0.1477
H -1.002 0.765 1.678  0.0975
H -0.586 0.749 -0.127  0.0192
H 0.761 0.697 1.080  0.0863
H 1.666 -2.754 2.045  0.1443
H 4.727 -6.269 2.750  0.1186
H 7.180 -4.054 0.262  0.1059
H 6.726 -5.818 0.388  0.0112
H 8.446 -5.330 0.687  0.0995
H 4.335 -2.963 -1.515  0.1356
H 3.618 -0.705 -3.267  0.1459
H 1.942 -1.038 -3.820  0.0639
H 4.447 -2.917 -3.829  0.1202
H 3.389 -2.378 -5.169  0.1206
H 1.404 -3.755 -3.756  0.0379
H 4.085 -4.823 -2.793  0.0544
H 2.976 -6.169 -3.468  0.0828
H 2.466 -5.034 -2.071  0.0748
H 3.516 -5.169 -5.572  0.0926
H 1.771 -5.551 -5.445  0.0278
H 2.284 -3.969 -6.309  0.0754
H -0.111 -1.155 -2.439  0.0646
C -4.015 0.550 -2.091  -1.9889
Cl -4.652 0.005 -0.524  0.5418
Cl -2.461 1.372 -1.854  0.5544
Cl -3.781 -0.854 -3.153  0.5189
Cl -5.160 1.671 -2.839  0.5462
C -5.147 4.032 0.956  -2.0215
Cl -6.523 3.281 0.128  0.5178
Cl -5.709 4.824 2.436  0.5186
Cl -3.951 2.788 1.370  0.4872
Cl -4.399 5.234 -0.108  0.5029
C -1.467 -4.845 -4.934  -1.9869
Cl -0.623 -6.323 -4.445  0.5732
Cl -3.214 -5.092 -4.799  0.5577
Cl -0.975 -3.506 -3.873  0.5221
Cl -1.055 -4.445 -6.608  0.5281
C 7.497 -7.442 -2.708  -2.0216
Cl 7.445 -6.343 -4.099  0.5145
Cl 6.147 -7.074 -1.616  0.5562
Cl 7.361 -9.115 -3.271  0.5401
Cl 9.030 -7.231 -1.845  0.5434
C -6.986 7.189 5.789  -2.0203
Cl -8.359 6.422 4.956  0.4963
Cl -7.551 7.985 7.268  0.5062
Cl -5.792 5.947 6.210  0.4852
Cl -6.236 8.386 4.719  0.5227
C -1.301 7.955 0.959  -2.0223
Cl -2.273 6.982 2.077  0.4982
Cl -1.251 9.632 1.525  0.5376
Cl 0.345 7.301 0.894  0.4837
Cl -2.025 7.899 -0.660  0.5116
C -10.492 10.719 5.250  -2.0232
Cl -9.272 12.001 5.368  0.5211
Cl -11.480 10.707 6.722  0.5241
Cl -11.529 11.017 3.844  0.5232
Cl -9.684 9.151 5.068  0.4693
C -0.981 0.089 -6.570  -2.0042
Cl -2.297 1.270 -6.499  0.5459
Cl -1.599 -1.452 -7.192  0.5073
Cl 0.295 0.689 -7.641  0.5501
Cl -0.315 -0.146 -4.938  0.5243
C -3.193 7.037 9.560  -2.0273
Cl -3.739 6.709 11.213  0.5265
Cl -4.587 7.454 8.548  0.4698
Cl -2.045 8.387 9.573  0.5221
Cl -2.399 5.593 8.902  0.5103
C 2.937 5.148 3.434  -2.0329
Cl 4.095 6.009 2.404  0.5249
Cl 2.734 3.488 2.835  0.4917
Cl 3.544 5.105 5.098  0.5291
Cl 1.376 5.985 3.391  0.4845

***

No. 2
Here is C10H31Cl2O7OsP2Si4Te as an isolated structure from the Open Molecules 2025 dataset. Energies are from wB97M-V/def2-TZVPD.

Highest occupied orbital energy ... -11.3 eV
Net charge ... +1
ΔE to the lowest compared entry with this formula, charge and spin ... 0.00 kJ/mol
Calculated total energy ... -4046.2443 hartree
E_LUMO ... -2.79 eV

Each line ends with the Löwdin charge.
Atoms and positions in Å:
Os -1.098 2.246 0.793  0.5723
O 2.328 0.967 1.247  -0.1113
P 2.053 1.785 -0.061  0.2849
O 2.970 1.550 -1.154  -0.1813
O 0.526 1.437 -0.439  -0.6151
O 1.888 3.313 0.408  -0.2016
P 0.814 3.790 1.531  0.2125
O 1.601 4.779 2.442  -0.0285
O -0.390 4.346 0.817  -0.3646
O 0.428 2.545 2.341  -0.4038
H 1.746 1.266 1.984  0.0491
H 1.819 5.646 2.075  0.1198
Cl -3.086 3.185 1.814  0.6270
C -3.339 4.112 0.311  -0.8060
Cl -2.636 3.090 -0.975  0.6571
H -2.748 5.018 0.368  0.0403
H -4.397 4.265 0.128  0.0571
C 1.058 -3.456 -1.195  -0.1950
Si 1.878 -1.767 -1.100  0.4247
C 2.691 -1.343 -2.730  -0.1941
C 3.120 -1.785 0.300  -0.1949
Si 0.045 -0.232 -0.888  0.2904
Te -1.667 -0.361 0.989  0.8105
Si -1.292 -0.151 -2.857  0.3923
C -0.460 0.985 -4.092  -0.1969
C -1.326 -1.915 -3.493  -0.2125
C -3.083 0.365 -2.570  -0.2489
Si -0.600 -1.368 3.110  0.2825
C -0.099 -3.096 2.616  -0.2141
C 0.821 -0.363 3.772  -0.1973
C -2.058 -1.356 4.276  -0.2312
H 1.860 -4.198 -1.232  0.0460
H 0.454 -3.590 -2.090  0.0132
H 0.439 -3.693 -0.332  0.0167
H 3.499 -2.058 -2.908  0.0458
H 3.119 -0.343 -2.716  0.0221
H 1.997 -1.420 -3.569  0.0207
H 3.730 -2.684 0.169  0.0467
H 2.666 -1.832 1.288  0.0104
H 3.781 -0.922 0.272  0.0316
H 0.532 0.628 -4.370  0.0303
H -0.348 2.000 -3.706  0.0313
H -1.063 1.040 -5.001  0.0422
H -0.357 -2.275 -3.837  0.0222
H -2.004 -1.937 -4.349  0.0427
H -1.717 -2.614 -2.751  0.0381
H -3.412 0.309 -1.535  -0.0212
H -3.715 -0.315 -3.144  0.0397
H -3.277 1.373 -2.938  -0.0010
H 0.755 -3.089 1.940  0.0065
H -0.916 -3.636 2.137  0.0388
H 0.191 -3.656 3.507  0.0469
H 1.732 -0.502 3.188  0.0232
H 1.029 -0.706 4.789  0.0518
H 0.584 0.699 3.825  0.0199
H -2.923 -1.868 3.854  0.0334
H -2.355 -0.340 4.537  0.0350
H -1.786 -1.869 5.201  0.0435

***

No. 3
Here is C13H31N2O7Sr as an isolated structure from the Open Molecules 2025 dataset. Energies are from wB97M-V/def2-TZVPD.

Spin multiplicity ... 2
Highest occupied orbital energy (spin up / spin down) ... -5.6 / -7.8 eV
⟨S²⟩ ... 0.7502
Calculated total energy ... -1180.5982 hartree
E_LUMO (spin up / spin down) ... -0.17 / -0.33 eV

Each line ends with the Mulliken spin population.
Atoms and positions in Å:
Sr 5.832 -0.883 -1.979  1.0484
O 1.623 -0.413 -0.595  -0.0160
C 2.816 -0.651 -1.009  0.1074
O 3.104 -1.719 -1.539  -0.0678
O 3.728 0.170 -0.896  -0.0744
H 2.013 0.449 -0.432  0.0032
C 1.093 5.221 -2.160  -0.0003
O 1.154 5.774 -0.759  0.0000
C 0.211 5.329 0.168  0.0000
C 0.265 3.768 0.375  0.0000
N -1.083 3.193 0.305  0.0000
C -1.997 3.666 1.482  0.0000
C -3.375 3.026 1.315  0.0000
O -4.395 3.574 2.269  0.0000
C -4.781 4.923 1.881  0.0000
H 0.801 4.172 -2.125  0.0001
H 1.926 5.286 -2.861  0.0002
H 0.238 5.692 -2.645  0.0000
H -0.794 5.664 -0.088  0.0000
H 0.460 5.702 1.161  0.0000
H 0.565 3.441 1.371  0.0000
H 0.916 3.188 -0.279  0.0002
H -1.602 3.254 -0.559  0.0000
H -2.020 4.756 1.456  0.0000
H -1.642 3.307 2.448  0.0000
H -3.290 1.978 1.601  0.0000
H -3.824 3.147 0.329  0.0000
H -3.879 5.472 1.610  0.0000
H -5.115 5.184 2.886  0.0000
H -5.570 5.055 1.141  0.0000
C 0.978 -3.344 -3.875  -0.0021
O 0.793 -3.838 -2.559  -0.0004
C -0.044 -2.947 -1.813  -0.0016
C -0.108 -3.417 -0.355  -0.0001
N 1.170 -3.152 0.405  -0.0018
C 1.002 -3.527 1.790  0.0000
C 0.613 -4.948 2.217  -0.0001
O 1.623 -5.700 1.492  0.0003
C 1.448 -7.087 1.571  0.0000
H 0.314 -3.636 -4.689  0.0006
H 1.953 -3.596 -4.293  0.0023
H 0.912 -2.259 -3.959  0.0007
H -0.978 -2.917 -2.373  -0.0002
H 0.381 -1.945 -1.881  0.0009
H -0.325 -4.483 -0.420  0.0000
H -0.932 -2.876 0.112  0.0000
H 1.395 -2.180 0.246  -0.0001
H 0.102 -3.003 2.112  0.0000
H 1.837 -3.259 2.438  0.0006
H -0.425 -5.168 1.968  0.0000
H 0.844 -4.926 3.282  -0.0001
H 2.335 -7.601 1.200  0.0000
H 0.589 -7.412 0.984  0.0000
H 1.140 -7.502 2.531  0.0000

***

No. 4
Here is C29H59F4GaN2O14P as an isolated structure from the Open Molecules 2025 dataset. Energies are from wB97M-V/def2-TZVPD.

Highest occupied orbital energy ... -5.7 eV
Net charge ... -1
Calculated total energy ... -4968.7190 hartree
E_LUMO ... 2.27 eV

Each line ends with the Löwdin charge.
Atoms and positions in Å:
O -4.076 3.290 -1.970  -0.0664
N -4.617 2.219 -1.844  -0.1112
O -3.943 1.261 -2.485  -0.1981
Ga -2.075 1.295 -2.115  0.4711
C -1.042 2.788 -3.081  -0.2393
C -1.397 2.915 -4.644  -0.2628
C -2.487 4.020 -4.964  -0.1654
C -3.713 3.474 -5.853  -0.1256
N -4.978 3.475 -5.094  -0.1455
C -5.638 4.517 -4.418  -0.0950
C -6.827 3.906 -3.814  -0.1134
C -6.900 2.452 -4.167  -0.0807
C -5.697 2.300 -4.981  -0.1355
C -1.588 1.350 -0.120  -0.2462
P -3.000 1.527 1.052  0.5121
O -2.506 1.025 2.396  -0.3655
O -3.445 3.121 1.326  -0.1598
O -4.314 0.561 0.682  -0.1821
C -1.311 -0.495 -2.897  -0.3139
F -0.468 -0.235 -4.043  -0.0463
F -0.544 -1.207 -1.931  -0.0307
C -2.493 -1.376 -3.470  -0.2751
F -3.423 -1.666 -2.470  0.0290
F -2.014 -2.573 -4.046  0.0015
H -1.162 3.793 -2.571  0.0533
H 0.056 2.526 -2.955  0.0473
H -1.700 1.889 -4.980  0.0758
H -0.425 3.177 -5.160  0.0972
H -1.988 4.823 -5.568  0.0966
H -2.852 4.488 -4.014  0.0914
H -3.455 2.396 -6.060  0.1113
H -3.783 4.040 -6.817  0.1154
H -5.283 5.564 -4.340  0.1089
H -7.595 4.403 -3.170  0.0798
H -7.656 1.680 -3.903  0.0858
H -5.410 1.333 -5.450  0.1141
H -1.052 0.389 0.117  0.0454
H -0.893 2.217 0.026  0.0431
H -3.826 3.516 0.514  0.0523
H -4.174 -0.253 1.210  0.0705
H -2.973 -0.806 -4.316  0.1594
C -0.947 -3.767 2.035  -0.1087
O -1.246 -3.294 3.333  -0.2057
C -1.881 -2.018 3.301  -0.1979
C -2.601 -1.751 4.609  -0.1685
O -3.879 -2.387 4.685  -0.1318
C -3.862 -3.792 4.911  -0.1837
C -3.508 -4.162 6.342  -0.2040
O -2.100 -4.131 6.531  -0.2022
C -1.748 -4.078 7.896  -0.1189
H -0.285 -3.071 1.511  0.0870
H -0.447 -4.731 2.133  0.0836
H -1.870 -3.914 1.463  0.0874
H -2.597 -1.970 2.473  0.1190
H -1.102 -1.262 3.151  0.1075
H -2.808 -0.679 4.665  0.1218
H -1.983 -2.004 5.473  0.1196
H -3.219 -4.302 4.190  0.1214
H -4.887 -4.125 4.722  0.1237
H -3.851 -5.183 6.553  0.1221
H -3.997 -3.465 7.033  0.1267
H -2.124 -3.156 8.353  0.0866
H -0.660 -4.079 7.967  0.0866
H -2.139 -4.951 8.432  0.0836
C -0.051 2.903 3.338  -0.0987
O 1.200 2.336 3.690  -0.2044
C 1.055 1.022 4.209  -0.1962
C 2.374 0.272 4.130  -0.1759
O 2.631 -0.267 2.834  -0.1341
C 3.033 0.670 1.837  -0.1709
C 4.467 1.144 2.007  -0.1968
O 4.539 2.176 2.984  -0.2015
C 5.854 2.370 3.455  -0.1210
H -0.714 2.949 4.206  0.0914
H 0.125 3.914 2.968  0.0877
H -0.515 2.319 2.540  0.0491
H 0.288 0.475 3.649  0.1135
H 0.745 1.111 5.259  0.1262
H 2.309 -0.595 4.794  0.1235
H 3.210 0.881 4.479  0.1178
H 2.335 1.507 1.775  0.1247
H 2.970 0.126 0.890  0.1188
H 4.833 1.555 1.058  0.1264
H 5.101 0.299 2.304  0.1266
H 6.218 1.467 3.957  0.0850
H 5.839 3.185 4.179  0.0855
H 6.525 2.640 2.631  0.0844
C 2.428 -0.450 -2.681  -0.1037
O 3.686 -0.996 -2.319  -0.2104
C 3.563 -2.312 -1.798  -0.1976
C 4.899 -3.033 -1.864  -0.1769
O 5.181 -3.569 -3.157  -0.1352
C 5.572 -2.622 -4.148  -0.1790
C 6.993 -2.115 -3.962  -0.2038
O 7.029 -1.084 -2.985  -0.2020
C 8.333 -0.858 -2.498  -0.1170
H 1.756 -0.407 -1.821  0.0755
H 2.598 0.562 -3.050  0.0908
H 1.976 -1.039 -3.485  0.0848
H 2.813 -2.877 -2.363  0.1324
H 3.244 -2.228 -0.751  0.1240
H 4.848 -3.899 -1.199  0.1246
H 5.719 -2.405 -1.510  0.1189
H 4.855 -1.802 -4.217  0.1229
H 5.531 -3.167 -5.096  0.1248
H 7.359 -1.694 -4.907  0.1236
H 7.642 -2.946 -3.658  0.1263
H 8.713 -1.752 -1.992  0.0861
H 8.289 -0.044 -1.773  0.0871
H 9.008 -0.572 -3.313  0.0847